[1]
Below is C7H9NO3S in the gas phase at a distorted geometry, with properties calculated with the ωB97M-V functional and the def2-TZVPD basis.

Computed properties:
HOMO-LUMO gap, eV: 8.821
Energy above the lowest of the compared OMol25 structures with the same formula, charge and spin, eV: 4.321
Calculated total energy, Eh: -950.637299
E_HOMO, Eh: -0.314
SMILES: C[S@@](=O)(=CC(N)=O)c1ccco1

The geometry in XYZ format:
```
21
Properties=species:S:1:pos:R:3:forces:R:3
C -3.389 0.303 1.123 0.62 0.24 -2.10
C -2.144 1.072 -0.537 -0.82 2.27 -2.10
O -0.160 -2.069 -0.681 -1.15 -1.68 -0.02
H -4.149 1.879 -0.273 -1.36 0.80 -0.06
H -1.878 1.735 -1.429 0.01 -1.40 1.67
H 0.468 1.188 -1.504 0.11 2.67 0.85
C 0.368 0.235 -1.875 -1.09 -0.65 0.86
H 2.036 -1.786 0.855 -0.65 -1.07 -0.11
C -3.441 1.202 0.073 2.36 -2.16 1.75
H 1.234 0.138 -2.496 0.57 -1.22 0.04
H 3.991 1.110 1.761 -0.45 -0.50 -0.15
O -2.208 -0.422 1.098 -1.10 0.55 0.75
C 1.695 -0.868 0.443 -0.71 1.03 0.17
S 0.180 -0.732 -0.298 0.68 0.29 -2.43
C 2.242 0.306 0.989 0.41 2.21 0.73
H -0.580 0.203 -2.428 0.43 -0.50 0.23
C -1.520 0.091 0.119 3.78 -0.49 -0.86
H 3.922 -0.625 1.529 0.52 0.36 0.24
N 3.446 0.256 1.661 0.04 -1.00 -0.30
H -4.055 -0.204 1.724 -1.61 -0.22 1.35
O 1.674 1.398 0.914 -0.57 0.48 -0.52
```
Positions in Å, forces in eV/Å.

---

[2]
Below is a molecular structure, C7H9NO5Tm at a distorted geometry, with properties calculated with the ωB97M-V functional and the def2-TZVPD basis.

Computed properties:
Expectation value of S²: 2.003
HOMO-LUMO gap (alpha / beta), eV: 6.966 / 7.018
Energy above the lowest of the compared OMol25 structures with the same formula, charge and spin, eV: 1.267
Calculated total energy, Eh: -1787.029295
Charge: +3
2S+1: 3
E_HOMO (alpha / beta), Eh: -0.789 / -0.789

The geometry in XYZ format:
```
23
Properties=species:S:1:pos:R:3:forces:R:3
H -1.724 2.416 0.681 -0.09 -0.20 -0.10
C 1.926 -1.588 2.189 0.09 -1.76 3.43
C -0.940 0.048 -0.401 -3.59 1.06 -0.46
O -0.147 0.392 0.538 1.69 -0.03 0.82
O 1.900 -2.088 3.190 0.16 0.58 -1.18
H 2.499 0.221 -1.535 -3.07 1.20 -1.31
H -0.686 -0.687 -1.243 -0.44 0.77 0.82
O 1.458 -3.557 -1.216 0.96 4.52 2.14
C 2.397 1.325 1.241 1.39 6.72 3.77
H -4.016 0.806 -1.168 -0.11 -0.03 -0.10
C 4.090 -0.932 0.192 5.69 -0.94 -0.17
H -3.425 1.907 0.604 -0.02 0.02 0.01
N -2.125 0.603 -0.347 1.91 -1.13 -0.55
C -2.406 1.561 0.732 -0.29 0.28 0.31
O 5.220 -1.144 0.187 -4.68 0.87 0.07
O 2.517 2.326 1.794 -0.38 -4.28 -2.35
H 1.599 0.391 -1.559 3.83 0.29 -1.67
H -3.287 -0.815 -1.328 -0.23 0.13 0.04
H -2.306 1.081 1.711 -0.02 0.01 -0.22
C 1.647 -2.527 -0.737 -0.91 -8.32 -3.88
H -2.704 0.516 -2.343 -0.22 0.13 0.03
Tm 1.616 -0.515 0.178 -1.11 0.50 1.36
C -3.101 0.260 -1.358 -0.58 -0.37 -0.82
```
Positions in Å, forces in eV/Å.